Entry 1:
Below is a molecular structure, C3H2O at a distorted geometry, with properties calculated with wB97M-V/def2-TZVPD.

Summary:
DFT total energy   -5184.6001 eV
Frontier orbital gap (alpha / beta)   7.885 / 8.219 eV
Total charge   0
2S+1   3

Last column: natural (NBO) charge in e.
Atoms and positions in Å:
C1 1.245 0.169 0.204  0.516
C2 0.235 0.958 -0.069  -0.037
C3 -0.774 0.078 -0.040  -0.536
O1 1.857 -0.754 -0.099  -0.409
H1 -1.619 0.244 -0.701  0.229
H2 -0.944 -0.695 0.706  0.237

=====

Entry 2:
Below is 2 unconnected molecules or ions with the total composition C3H2O2 at a distorted geometry, with properties calculated with wB97M-V/def2-TZVPD.

Summary:
DFT total energy   -7230.1697 eV
Frontier orbital gap (alpha / beta)   8.173 / 8.145 eV
Total charge   0
2S+1   1

Last column: natural (NBO) charge in e.
Atoms and positions in Å:
C1 1.333 -1.261 0.786  0.056
C2 -0.183 -0.377 -0.395  -0.094
C3 -0.961 0.736 0.002  0.727
O1 -1.842 1.397 0.430  -0.516
O2 0.109 1.006 -0.716  -0.450
H1 2.106 -0.447 1.052  0.067
H2 -0.563 -1.054 -1.159  0.211

=====

Entry 3:
Below is C3H2O2 in the gas phase at a distorted geometry, with properties calculated with wB97M-V/def2-TZVPD.

Summary:
DFT total energy   -7231.9167 eV
Frontier orbital gap   9.620 eV
Total charge   0
2S+1   1

Last column: natural (NBO) charge in e.
Atoms and positions in Å:
C1 0.256 0.478 0.894  -0.116
C2 -0.698 1.640 1.322  0.285
C3 -0.181 0.651 -0.578  0.282
O1 1.046 0.884 -0.178  -0.425
O2 -1.034 1.839 0.099  -0.478
H1 0.535 -0.519 1.118  0.211
H2 -0.624 0.059 -1.478  0.241

=====

Entry 4:
Below is a molecular structure, C3H2O2Rh at a distorted geometry, with properties calculated with wB97M-V/def2-TZVPD.

Summary:
DFT total energy   -10198.4455 eV
Frontier orbital gap (alpha / beta)   11.698 / 9.359 eV
Total charge   +3
2S+1   5

Last column: natural (NBO) charge in e.
Atoms and positions in Å:
O1 0.248 1.239 -0.237  -0.408
O2 0.422 -0.857 0.119  -0.287
C1 -1.043 0.856 -0.152  0.887
C2 -0.982 -0.531 0.155  -0.209
C3 1.098 0.218 0.022  0.440
H1 -1.481 -0.909 1.053  0.408
Rh1 3.306 0.392 0.027  1.743
H2 -1.568 -0.409 -0.988  0.427

=====

It is found that the energy relative to the best compared isomer or geometry (same formula, charge and spin) values, taken in the order of the records, are 88.7, 649.6, 481.0, 57.9 kJ/mol.